152
Properties=species:S:1:pos:R:3:forces:R:3:mulliken_charge:R:1 method="wB97M-V/def2-TZVPD" lumo_energy_ev=0.00 largest_force_ev_per_a=7.08 e_homo_ev=-9.579 e_tot_ev=-1590900.475
C 8.47523 -2.46659 2.11008 0.9 0.6 0.0 -0.9619
C 9.29760 -1.88233 0.82855 -0.4 -0.3 0.3 -0.4405
C 8.32065 -1.49324 -0.41147 0.4 -0.6 -0.3 -0.5090
C 8.57483 -0.01271 -0.99636 -0.5 0.0 0.4 -0.7522
C 7.22004 0.89835 -1.04424 1.5 -0.4 -0.5 -0.2264
C 7.62679 2.28473 -1.75101 -0.6 0.6 0.0 -0.6998
C 6.51568 3.45210 -1.60661 0.5 -0.4 0.2 -0.5176
C 6.39450 3.86278 -0.05460 -0.1 0.9 0.0 -0.3885
C 5.29412 5.00276 0.25474 -1.3 0.5 -0.3 -0.2387
C 3.93330 4.84242 -0.61172 -0.2 -0.7 -0.4 -1.1547
C 3.21315 3.40223 -0.43869 0.6 0.2 -0.2 0.0795
C 2.91118 3.00648 1.09590 -0.7 -0.4 -0.9 -0.3267
C 1.41901 2.33764 1.13586 0.6 0.1 1.8 -0.5035
C 1.51590 0.74914 1.38133 0.5 0.3 0.3 0.1953
C 1.88078 -0.12344 0.07836 0.7 0.7 0.2 -0.4560
C 1.22739 0.39773 -1.29695 0.0 -0.6 -0.1 -0.0316
C -0.37357 0.58269 -1.27550 0.0 -0.4 -0.7 -0.4319
C -1.18474 -0.50744 -0.41794 -1.1 0.4 -0.3 0.4281
C -1.21986 -1.98659 -1.06813 -1.2 -0.1 1.2 1.0643
C -2.75758 -2.51017 -0.94702 -3.3 -1.0 1.1 -0.2419
N -3.90396 -2.84214 -0.70727 6.8 1.2 -1.3 -0.6464
C -0.35545 -3.04919 -0.15783 0.8 -0.3 -0.2 -0.7005
C 0.89365 -3.60446 -1.02031 2.4 -0.5 -1.1 0.3532
N 1.79932 -3.97358 -1.72872 -4.3 2.0 3.8 -0.6122
H 7.52497 -1.82836 2.30081 1.6 -1.2 -0.4 0.2600
H 9.17884 -2.32776 3.02228 -1.3 -0.5 -1.3 0.2914
H 8.22778 -3.58233 1.99618 0.2 1.8 0.1 0.2591
H 10.06972 -2.67175 0.46583 -1.3 1.3 0.7 0.2289
H 9.90955 -0.97965 1.21464 -1.1 -1.3 -0.8 0.3095
H 8.53462 -2.27812 -1.23901 -0.5 1.4 1.2 0.3315
H 7.20878 -1.65818 -0.12689 1.8 0.5 -0.3 0.3130
H 9.28911 0.51938 -0.27336 -0.9 -0.7 -1.2 0.2800
H 9.08069 -0.07010 -2.03521 -0.9 0.2 1.7 0.2891
H 6.88961 1.01197 0.05223 0.2 -0.1 -1.8 0.1674
H 6.43623 0.33703 -1.67773 1.0 1.0 1.1 0.2250
H 7.78548 2.08441 -2.88399 0.0 0.3 1.9 0.3612
H 8.59681 2.70902 -1.27658 -1.4 -0.9 -0.9 0.2734
H 6.83737 4.38168 -2.21229 -0.4 -1.4 0.9 0.2502
H 5.54798 3.06641 -2.08106 1.2 0.6 0.9 0.2088
H 7.42569 4.31608 0.23693 -1.6 -1.0 -0.4 0.3966
H 6.18827 2.96383 0.63469 0.3 1.3 -1.2 0.1349
H 5.67734 6.07860 0.04296 -0.3 -1.9 0.3 0.3236
H 5.00096 5.00997 1.38476 0.5 -0.2 -2.3 -0.1834
H 4.11549 4.97447 -1.75322 0.0 -0.1 1.9 0.3160
H 3.13731 5.64596 -0.34301 1.5 -1.2 -0.2 0.4053
H 3.83455 2.52518 -0.88467 -0.8 1.7 0.6 -0.1743
H 2.26269 3.44886 -1.10746 1.4 -0.1 1.4 0.4675
H 2.99556 3.88930 1.83590 -0.3 -1.2 -1.4 0.1147
H 3.69531 2.22676 1.45535 -1.3 1.3 -0.6 0.1539
H 0.91546 2.78898 2.07888 0.6 -0.9 -1.5 0.3886
H 0.76905 2.63797 0.24469 1.1 -0.5 1.2 0.0109
H 2.38804 0.59077 2.13413 -1.5 0.2 -1.1 0.6222
H 0.56500 0.42444 1.93208 1.3 0.2 -1.1 -0.9401
H 3.03335 -0.03618 -0.05827 -1.9 -0.2 0.2 0.3548
H 1.68961 -1.23817 0.30094 0.1 1.7 -0.6 0.0921
H 1.73922 1.38006 -1.64691 -0.9 -1.7 0.7 0.0628
H 1.50277 -0.39110 -2.10502 -0.5 1.3 1.4 -0.2804
H -0.69836 1.63784 -0.95223 0.6 -1.7 -0.3 0.2517
H -0.72664 0.47460 -2.37857 0.5 0.2 1.8 0.2521
H -2.28967 -0.14474 -0.39017 2.0 -0.5 0.0 -0.3585
H -0.86327 -0.59768 0.67905 -0.3 0.3 -1.7 -0.3450
H -0.92749 -2.02241 -2.17520 -0.5 0.3 1.9 0.5163
H -1.03287 -3.91625 0.20809 1.4 1.3 -1.0 0.3976
H 0.02999 -2.54697 0.81573 -0.4 -0.7 -1.9 0.4211
Br -2.06238 -3.57821 -6.15549 0.1 -0.1 0.0 -0.1600
C -2.20272 -5.24153 -5.14774 -0.2 0.0 -0.1 -0.5337
C -2.48228 -4.97554 -3.68953 0.0 0.0 0.3 -0.0810
Br -0.87165 -4.39073 -2.75680 -0.8 -1.4 -1.6 -0.0776
H -1.27806 -5.79497 -5.31643 -0.1 0.1 0.1 0.4310
H -3.03322 -5.78194 -5.60613 0.1 0.1 0.1 0.3550
H -2.78695 -5.89269 -3.18258 0.0 0.1 -0.1 -0.1818
H -3.24061 -4.20814 -3.52754 0.1 -0.1 -0.1 0.2657
Br -1.75361 1.52855 2.78670 -0.1 0.0 0.1 -0.1048
C -1.83228 -0.15782 3.76002 -0.3 0.1 -0.2 -0.5161
C -2.14609 0.06193 5.22013 0.2 -0.2 0.2 -0.7586
Br -0.57265 0.69567 6.17954 -0.1 0.1 0.0 -0.1163
H -0.87964 -0.66385 3.59746 -0.1 0.1 0.1 0.3712
H -2.62858 -0.72649 3.27490 0.0 0.1 0.1 0.3537
H -2.41407 -0.88023 5.70196 0.0 0.1 -0.1 0.3904
H -2.94080 0.78900 5.38970 0.1 -0.1 -0.1 0.4002
Br -1.43134 1.83478 -5.84190 0.1 0.0 0.0 -0.1479
C 0.14493 1.05920 -6.68644 -0.2 0.1 -0.1 -0.5991
C 0.23466 -0.42290 -6.41970 0.2 -0.1 0.0 -0.4496
Br 0.86491 -0.77716 -4.60994 -0.1 -0.1 -0.2 0.0309
H 1.00836 1.61658 -6.32160 -0.1 -0.2 0.0 0.3751
H 0.01875 1.25078 -7.75379 0.0 -0.1 0.1 0.3679
H 0.97422 -0.88791 -7.07425 -0.1 0.1 0.0 0.3450
H -0.71845 -0.94058 -6.53169 0.1 0.2 0.0 0.1488
Br -5.77253 0.68348 -2.63218 0.0 0.0 0.0 -0.1173
C -5.83729 -0.99634 -1.64605 -0.1 0.2 -0.3 0.7523
C -6.16310 -0.76463 -0.19108 0.1 -0.3 0.1 -0.4544
Br -4.61030 -0.10034 0.78194 -0.3 0.4 0.3 -0.0581
H -4.87855 -1.49339 -1.80022 -0.6 0.4 0.0 -0.1845
H -6.62520 -1.57850 -2.12849 0.1 0.2 0.2 -0.6512
H -6.42465 -1.70448 0.29915 0.1 0.1 -0.1 0.2171
H -6.96754 -0.04462 -0.03734 0.2 -0.1 -0.1 0.5168
Br -9.52557 -3.04583 0.42312 0.0 0.0 0.0 -0.1745
C -9.34337 -4.37485 -0.99175 0.1 -0.1 0.2 -0.5349
C -8.21084 -4.02632 -1.92584 -0.1 -0.1 -0.3 -0.3423
Br -8.71932 -2.59726 -3.15125 -0.1 0.0 0.0 -0.1359
H -10.31050 -4.44295 -1.49155 0.2 0.1 0.0 0.3732
H -9.13992 -5.31436 -0.47433 0.0 0.1 -0.1 0.3646
H -7.96496 -4.87519 -2.56640 0.0 0.1 0.1 0.3506
H -7.30950 -3.69584 -1.40773 -0.1 -0.1 0.0 0.0815
Br 6.90631 5.27701 2.98684 0.3 0.0 0.5 0.0037
C 5.87508 6.14605 4.39214 0.3 0.0 0.0 -0.5237
C 5.40883 5.14060 5.41512 -0.3 0.1 0.1 -0.5256
Br 3.90755 4.09530 4.74288 0.1 0.0 0.0 -0.1327
H 5.05985 6.67997 3.90211 0.1 -0.2 0.1 0.4925
H 6.55448 6.87005 4.84649 -0.1 -0.1 0.0 0.1028
H 5.03341 5.64461 6.30767 0.1 0.0 -0.1 0.4109
H 6.18251 4.42861 5.70459 -0.1 0.2 -0.1 0.3513
Br 8.37788 7.89736 6.80946 0.0 -0.1 0.0 -0.1329
C 9.48899 6.59773 5.87246 0.1 0.0 0.3 -0.4151
C 10.48453 7.27985 4.96689 0.0 -0.1 -0.3 -0.5714
Br 9.63254 7.92361 3.33618 0.1 0.1 0.1 -0.1338
H 8.81369 5.92479 5.34195 0.2 0.1 0.0 0.1421
H 10.00271 6.04339 6.66032 0.0 0.1 -0.1 0.3683
H 11.24463 6.57270 4.62975 -0.1 0.0 0.1 0.3475
H 10.97333 8.13735 5.43027 -0.1 -0.2 0.0 0.3929
Br -0.93381 2.16438 10.47350 0.0 -0.1 -0.1 -0.1221
C 0.52285 0.88267 10.28920 -0.2 0.0 0.3 -0.5419
C 1.84880 1.58180 10.11579 0.2 -0.1 -0.2 -0.5805
Br 2.05104 2.27311 8.30484 0.0 0.1 0.1 -0.1288
H 0.26742 0.22840 9.45463 0.1 0.2 0.1 0.2977
H 0.51129 0.30463 11.21531 0.1 0.1 -0.1 0.3510
H 2.67408 0.87913 10.24531 -0.1 0.0 0.0 0.3430
H 1.98552 2.42381 10.79496 -0.1 -0.2 -0.1 0.3637
Br -5.65379 -7.09685 -1.53241 0.0 0.1 -0.1 -0.1376
C -5.70198 -8.55765 -2.82237 -0.2 0.0 0.2 -0.6337
C -4.48995 -9.44643 -2.68853 0.1 -0.1 -0.2 -0.5495
Br -2.91593 -8.61703 -3.48424 0.0 -0.1 0.1 -0.1210
H -5.79922 -8.10642 -3.81040 0.1 -0.1 0.1 0.3735
H -6.61300 -9.11240 -2.58974 0.1 0.0 0.0 0.3817
H -4.63179 -10.37650 -3.24200 0.0 0.1 0.0 0.3522
H -4.23750 -9.68033 -1.65390 -0.1 0.1 -0.1 0.3495
Br -12.79506 1.41613 -2.15292 -0.1 -0.1 0.0 -0.1326
C -13.08286 0.05477 -0.78873 0.1 0.3 0.0 -0.5717
C -12.32162 -1.20728 -1.11026 -0.1 -0.2 0.1 -0.4941
Br -13.21172 -2.23078 -2.51147 0.1 0.0 0.0 -0.1476
H -14.15999 -0.09762 -0.71203 0.2 -0.1 0.0 0.3865
H -12.71657 0.49934 0.13864 0.0 -0.1 -0.1 0.3698
H -12.29602 -1.87257 -0.24565 0.0 0.1 -0.1 0.3128
H -11.30180 -1.02251 -1.45000 -0.2 0.0 0.1 0.2802
Br -10.94016 -1.31535 -8.25229 0.1 0.0 0.1 -0.1605
C -10.91046 -1.47704 -6.30977 -0.2 -0.2 -0.1 -0.4833
C -11.56141 -0.28622 -5.65080 0.1 0.1 0.3 -0.0451
Br -10.38242 1.26617 -5.67125 -0.1 0.0 0.0 -0.1229
H -9.86881 -1.61610 -6.01803 -0.2 0.1 0.0 0.2641
H -11.46914 -2.38951 -6.09229 0.0 0.1 0.0 0.3423
H -11.74889 -0.48620 -4.59400 0.0 0.0 -0.1 -0.2292
H -12.49361 0.01610 -6.12890 0.2 -0.1 0.0 0.4157